[1]
The following is a quantum chemistry calculation of a 2-piece molecular cluster, C36H30F4N overall at a distorted geometry, from the OMol25 dataset.

Computed properties:
* maximum force: 0.03631 hartree/bohr
* E_LUMO: -6.797 eV
* electronic energy: -50170.147 eV

The geometry in ORCA input format:
```
! RIJCOSX wB97M-V def2-TZVPD def2/J DEFGRID3
* xyz 1 1
F 3.44 3.97 -5.11
F -4.41 -0.47 -5.00
F 5.00 -0.51 -4.70
F -2.85 4.02 -4.89
N 0.80 1.48 2.23
C -0.95 -2.76 5.63
C 0.29 0.28 -4.43
C -3.46 0.74 0.70
C -2.79 -1.56 2.12
C 4.27 1.75 -4.86
C 0.60 -0.95 1.26
C 1.98 -0.85 1.48
C -0.13 -3.87 5.43
C 0.93 0.58 4.38
C -1.00 0.86 -4.60
C 1.86 2.21 -4.90
C -0.27 -1.85 3.47
C -2.09 -0.06 -4.76
C 0.59 -3.99 4.24
C 0.50 -2.99 3.26
C 1.04 -1.39 -1.08
C 3.19 2.62 -4.95
C -1.29 2.25 -4.63
C -2.60 2.66 -4.80
C -3.38 0.43 -4.88
C 2.41 -1.22 -0.87
C 3.96 0.40 -4.73
C 0.13 -1.26 -0.02
C -2.18 0.61 1.25
C 1.60 2.46 2.93
C -1.83 -0.55 1.95
C -1.03 -1.76 4.65
C -0.37 -0.72 2.44
C 1.57 0.84 -4.65
C -4.09 -1.39 1.61
C 0.06 0.64 3.10
C -4.43 -0.25 0.89
C -3.68 1.79 -4.91
C 2.88 -0.96 0.42
C 2.67 -0.08 -4.64
C 1.70 1.92 4.36
H -3.70 1.63 0.12
H -0.94 -1.37 -0.19
H -5.43 -0.14 0.47
H -1.53 -2.66 6.54
H 2.59 2.60 2.47
H 5.29 2.10 -4.95
H 2.73 1.78 4.67
H 3.11 -1.32 -1.70
H 0.66 -1.61 -2.07
H -0.86 1.18 3.42
H -2.53 -2.48 2.65
H -0.06 -4.65 6.19
H -1.89 -1.13 -4.76
H 1.08 2.94 -5.05
H -1.47 1.42 1.13
H -0.51 2.99 -4.48
H 2.36 -0.66 2.49
H 1.22 2.62 5.04
H 2.47 -1.15 -4.54
H 3.94 -0.82 0.61
H -4.83 -2.17 1.79
H 1.10 3.45 2.89
H -1.69 -0.90 4.82
H 0.28 -0.80 -4.22
H 1.23 -4.85 4.07
H 1.62 -0.28 4.34
H 0.44 1.72 1.31
H -4.70 2.14 -5.04
H 1.05 -3.12 2.32
H 0.31 0.45 5.27
*
```

Which charges does Löwdin predict for the atoms? In e, they are: F 0.074; F 0.077; F 0.076; F 0.072; N -0.054; C -0.065; C 0.140; C -0.081; C -0.016; C 0.147; C -0.171; C -0.030; C -0.087; C -0.120; C -0.155; C 0.097; C -0.194; C 0.091; C -0.070; C -0.018; C -0.098; C -0.189; C 0.091; C -0.192; C -0.198; C -0.102; C -0.199; C -0.015; C -0.044; C -0.192; C -0.175; C -0.055; C -0.233; C -0.151; C -0.070; C -0.294; C -0.096; C 0.142; C -0.062; C 0.085; C -0.147; H 0.096; H 0.116; H 0.104; H 0.106; H 0.108; H 0.156; H 0.107; H 0.090; H 0.074; H 0.149; H 0.120; H 0.107; H 0.146; H 0.111; H 0.104; H 0.113; H 0.121; H 0.107; H 0.146; H 0.107; H 0.107; H 0.108; H 0.131; H 0.128; H 0.105; H 0.110; H 0.119; H 0.156; H 0.115; H 0.112

=====

[2]
The following is a quantum chemistry calculation of a 2-piece molecular cluster, C4H10N2O3 overall at a distorted geometry, from the OMol25 dataset.

Computed properties:
* maximum force: 0.06159 hartree/bohr
* E_LUMO (alpha / beta): -1.876 / -1.137 eV
* electronic energy: -13424.271 eV

The geometry in ORCA input format:
```
! RIJCOSX wB97M-V def2-TZVPD def2/J DEFGRID3
* xyz 0 1
O -4.20 0.28 0.20
O -0.30 0.61 0.69
O -2.68 -1.22 0.28
N -2.18 0.77 -0.53
N -3.03 -0.10 0.10
C 1.64 0.04 1.28
C 1.35 0.90 -1.15
C 0.34 -1.42 -0.19
C 0.66 0.06 -0.02
H 1.33 -0.89 1.84
H 2.65 0.29 0.85
H 1.14 -2.05 -0.63
H 2.20 0.24 -1.67
H -0.64 -1.52 -0.72
H 1.80 1.86 -0.78
H -2.18 1.83 -0.41
H 0.17 -1.74 0.79
H 1.36 0.91 1.94
H 0.58 1.15 -1.87
*
```

Which charges does natural (NBO) predict for the atoms? In e, they are: O -0.384; O -0.381; O -0.341; N -0.307; N 0.583; C -0.571; C -0.647; C -0.629; C 0.249; H 0.234; H 0.239; H 0.210; H 0.220; H 0.242; H 0.221; H 0.395; H 0.208; H 0.234; H 0.226

=====

[3]
The following is a quantum chemistry calculation of C2HClO4 in the gas phase at a distorted geometry, from the OMol25 dataset.

Computed properties:
* maximum force: 0.04662 hartree/bohr
* E_LUMO: 0.155 eV
* electronic energy: -22799.000 eV
* SMILES: O=C1OO[C@@]1(O)Cl

The geometry in ORCA input format:
```
! RIJCOSX wB97M-V def2-TZVPD def2/J DEFGRID3
* xyz 0 1
Cl -0.21 -2.03 -0.16
O -1.58 0.09 0.25
O 1.60 0.62 1.22
O 1.21 0.70 -1.11
O -0.12 0.32 -1.47
C 0.98 0.42 0.24
C -0.34 -0.20 -0.17
H -1.54 0.07 1.20
*
```

Which charges does natural (NBO) predict for the atoms? In e, they are: Cl -0.071; O -0.640; O -0.470; O -0.218; O -0.209; C 0.719; C 0.393; H 0.496

=====

[4]
The following is a quantum chemistry calculation of C21H28FeNO3 as an isolated structure at a distorted geometry, from the OMol25 dataset.

Computed properties:
* maximum force: 0.04362 hartree/bohr
* <S²>: 6.103
* E_LUMO (alpha / beta): 2.562 / 2.558 eV
* electronic energy: -64245.151 eV

The geometry in ORCA input format:
```
! RIJCOSX wB97M-V def2-TZVPD def2/J DEFGRID3
* xyz -1 5
Fe 0.75 -1.53 -2.75
O 2.40 0.43 2.32
O -4.93 0.34 1.98
O 1.67 2.54 1.88
N -2.28 1.13 2.34
C 0.27 2.14 -1.49
C -0.57 -3.01 -2.81
C -0.99 1.58 2.30
C -4.69 1.60 2.60
C 2.37 -2.21 -1.84
C 1.29 -0.14 -1.42
C 2.03 -0.06 -2.71
C -1.22 -1.73 -2.59
C 2.70 -1.31 -2.93
C -3.32 2.15 2.21
C 4.71 -0.12 2.48
C 1.49 -1.52 -0.93
C 1.43 1.37 2.13
C 3.72 0.97 2.15
C -2.55 -0.27 2.01
C 0.10 0.77 2.24
C 0.48 0.84 -0.84
C 0.01 -1.59 -4.59
C -3.98 -0.65 2.38
C -0.86 -0.85 -3.69
C 0.19 -2.92 -4.04
H 1.10 -1.85 0.03
H 3.84 1.31 1.11
H 5.72 0.23 2.27
H -0.04 0.62 0.09
H 2.77 -3.21 -1.69
H -4.75 1.54 3.70
H -0.88 2.66 2.35
H -4.02 -0.84 3.47
H 0.31 2.08 -2.59
H -5.48 2.25 2.20
H 3.39 -1.52 -3.74
H 3.85 1.83 2.82
H 4.65 -0.38 3.54
H -2.40 -0.46 0.92
H -1.85 -0.90 2.56
H 1.05 2.86 -1.18
H -0.70 -3.90 -2.20
H 0.06 -0.29 2.48
H 2.10 0.86 -3.29
H -3.04 2.98 2.86
H -4.28 -1.55 1.82
H 0.72 -3.74 -4.53
H 0.37 -1.24 -5.55
H -1.93 -1.49 -1.80
H 4.52 -1.02 1.89
H -3.37 2.52 1.17
H -1.26 0.14 -3.87
H -0.70 2.57 -1.20
*
```

Which charges does natural (NBO) predict for the atoms? In e, they are: Fe 0.540; O -0.514; O -0.526; O -0.646; N -0.423; C -0.649; C -0.342; C 0.105; C -0.075; C -0.348; C -0.166; C -0.386; C -0.352; C -0.353; C -0.230; C -0.623; C -0.368; C 0.783; C -0.073; C -0.247; C -0.450; C -0.214; C -0.344; C -0.073; C -0.352; C -0.369; H 0.212; H 0.201; H 0.204; H 0.188; H 0.213; H 0.160; H 0.216; H 0.157; H 0.204; H 0.196; H 0.214; H 0.178; H 0.196; H 0.211; H 0.212; H 0.198; H 0.214; H 0.223; H 0.216; H 0.204; H 0.203; H 0.216; H 0.217; H 0.214; H 0.226; H 0.187; H 0.219; H 0.190